DFT (the ωB97M-V functional and the def2-TZVPD basis) results for C16H25B3I2N2O4 as an isolated structure.

```
52
Properties=species:S:1:pos:R:3:forces:R:3
C -1.11876 0.03038 2.38965 -0.035 0.087 0.101
O -1.47931 0.41046 1.07792 0.117 -0.214 -0.101
C -0.63291 1.36812 0.47688 -0.063 0.170 0.047
C -0.83331 1.36080 -1.02818 0.220 0.099 0.063
C -0.15132 0.22316 -1.81151 -0.182 -0.149 -0.108
C 0.12766 -1.06796 -1.01509 0.016 -0.104 -0.129
B 1.49522 -1.08536 -0.27637 0.007 0.294 0.218
O 1.63534 -1.52212 1.03914 0.049 -0.172 -0.118
B 2.79734 -1.27942 1.73475 -0.311 0.265 -0.044
O 3.76530 -0.50200 1.13742 0.506 -0.674 0.090
B 3.83892 -0.65281 -0.23462 -0.229 0.452 -0.031
C 5.21260 -0.85942 -0.94836 -0.090 -0.113 -0.110
I 6.57905 0.65380 -0.55835 0.106 0.110 0.044
C 5.45465 -1.92777 -1.70619 -0.101 0.120 0.046
C 4.42988 -3.00116 -1.98339 0.090 -0.049 0.006
I 7.27871 -2.26726 -2.66269 0.085 0.022 -0.056
O 2.65368 -0.67158 -0.93137 -0.009 -0.398 -0.023
H -1.21854 -1.05218 2.47938 -0.045 -0.008 -0.009
H -1.76671 0.51356 3.12667 0.020 0.040 0.014
H -0.08109 0.29086 2.61555 -0.001 -0.005 -0.008
H 0.41818 1.17078 0.73837 -0.006 -0.057 -0.030
H -0.86786 2.36687 0.86716 0.025 0.004 0.035
H -0.43869 2.31560 -1.38668 -0.100 0.015 -0.098
H -1.90658 1.37138 -1.22409 -0.026 -0.039 0.061
H -0.78901 -0.03399 -2.65875 -0.009 0.089 -0.035
H 0.78349 0.58392 -2.24767 0.047 -0.011 0.068
H 0.17542 -1.89575 -1.73587 0.036 -0.005 0.008
H -0.69123 -1.30206 -0.33765 -0.012 0.015 -0.011
H 2.96538 -1.75768 2.80715 -0.048 0.157 0.076
H 3.84031 -2.73665 -2.86260 -0.038 0.013 0.026
H 4.91265 -3.95363 -2.18831 0.020 -0.007 0.036
H 3.76280 -3.14679 -1.13339 -0.067 0.069 -0.044
N -3.27222 -0.22470 6.05698 0.007 -0.020 -0.034
C -2.17798 0.09213 6.81466 0.001 0.002 -0.009
C -2.46047 1.24626 7.49517 -0.004 0.006 -0.005
C -3.77766 1.64021 7.13248 0.008 0.002 -0.002
C -4.25105 0.71243 6.24368 0.008 0.004 0.000
H -3.34441 -1.02166 5.45207 -0.006 0.001 0.010
H -1.29686 -0.52628 6.80687 -0.001 0.000 0.005
H -1.79819 1.75230 8.17737 -0.002 -0.002 0.000
H -4.31440 2.50524 7.48415 0.000 -0.002 0.001
H -5.19531 0.64120 5.73195 0.000 0.002 0.002
N -0.76526 1.37103 -5.56600 0.005 0.002 0.001
C -1.90432 1.83296 -4.96561 0.021 0.002 0.044
C -2.97557 1.31874 -5.64582 0.007 -0.015 -0.005
C -2.46062 0.51496 -6.69976 -0.005 -0.004 0.007
C -1.09451 0.56791 -6.62340 0.004 -0.005 0.010
H 0.16970 1.58866 -5.27483 -0.006 -0.004 0.001
H -1.85653 2.48151 -4.10732 -0.008 0.005 -0.005
H -4.01227 1.49679 -5.41429 0.001 0.003 -0.003
H -3.02878 -0.03780 -7.42896 0.001 0.001 0.001
H -0.33456 0.10402 -7.22834 -0.003 0.003 -0.004
```
Forces are in eV/Å.

The HOMO energy is -8.382 eV.

Population analysis type Mulliken, resulting atomic charges in e: atom 1 (C): -0.644, atom 2 (O): -0.379, atom 3 (C): -0.392, atom 4 (C): -0.670, atom 5 (C): -0.269, atom 6 (C): -0.772, atom 7 (B): 0.761, atom 8 (O): -0.639, atom 9 (B): 0.696, atom 10 (O): -0.529, atom 11 (B): 0.182, atom 12 (C): 0.050, atom 13 (I): 0.110, atom 14 (C): -0.012, atom 15 (C): -1.086, atom 16 (I): 0.076, atom 17 (O): -0.433, atom 18 (H): 0.211, atom 19 (H): 0.313, atom 20 (H): 0.259, atom 21 (H): 0.081, atom 22 (H): 0.465, atom 23 (H): 0.347, atom 24 (H): 0.368, atom 25 (H): 0.332, atom 26 (H): 0.152, atom 27 (H): 0.354, atom 28 (H): 0.261, atom 29 (H): -0.152, atom 30 (H): 0.283, atom 31 (H): 0.494, atom 32 (H): 0.169, atom 33 (N): 0.025, atom 34 (C): -0.525, atom 35 (C): -0.333, atom 36 (C): -0.376, atom 37 (C): -0.508, atom 38 (H): 0.196, atom 39 (H): 0.375, atom 40 (H): 0.397, atom 41 (H): 0.387, atom 42 (H): 0.368, atom 43 (N): 0.040, atom 44 (C): -0.549, atom 45 (C): -0.387, atom 46 (C): -0.398, atom 47 (C): -0.527, atom 48 (H): 0.212, atom 49 (H): 0.419, atom 50 (H): 0.418, atom 51 (H): 0.388, atom 52 (H): 0.388


DFT (the ωB97M-V functional and the def2-TZVPD basis) results for an isolated molecule of C20H26N4O3S in a non-equilibrium geometry.

```
54
Properties=species:S:1:pos:R:3:forces:R:3
C -1.01776 2.85140 -2.76024 0.263 0.237 -0.078
H -1.10795 3.06277 -3.82864 -0.037 -0.030 0.026
O -1.70106 1.66729 -2.41132 0.006 -0.388 -0.068
C -1.29636 0.49515 -2.98018 0.006 -0.141 0.010
C -0.30684 0.39293 -3.94804 -0.127 0.280 0.121
C 0.07004 -0.83995 -4.45183 -0.103 -0.161 0.065
C -0.51879 -2.01079 -4.00295 0.079 0.078 -0.003
C -1.51022 -1.91096 -3.03618 0.049 0.256 -0.046
C -1.91165 -0.68522 -2.53240 0.040 0.180 -0.190
N -2.90287 -0.64845 -1.52744 0.252 -0.391 0.002
C -3.97611 0.18875 -1.50835 -0.530 -0.322 0.239
O -4.26279 0.94192 -2.40897 -0.125 0.139 -0.097
C -4.75770 0.14083 -0.20113 0.006 0.227 -0.161
H -4.66530 -0.82743 0.29257 -0.024 -0.022 0.027
H -5.80795 0.32715 -0.42785 0.087 -0.070 -0.043
C -4.25503 1.25665 0.73323 -0.089 -0.180 0.140
C -2.86075 0.96293 1.24195 -0.231 0.417 -0.374
O -2.62914 0.44762 2.31481 -0.187 -0.188 0.289
N -1.85882 1.32098 0.38503 -0.240 0.325 -0.063
C -0.54185 1.09068 0.66493 0.507 -0.429 0.852
N 0.41395 1.36285 -0.16101 -1.385 0.441 -0.734
N 1.61675 1.06935 0.32476 1.477 -0.163 0.118
C 1.60551 0.57645 1.50992 -0.606 -0.125 0.351
C 2.81812 0.20190 2.27813 -0.136 -0.054 0.272
C 2.74816 -1.25801 2.73786 0.382 -0.003 -0.178
C 3.99611 -1.62669 3.53298 -0.258 -0.063 0.225
C 4.15406 -0.70576 4.73883 0.295 0.032 -0.183
C 4.22138 0.75024 4.28894 -0.253 -0.032 0.233
C 2.97369 1.12236 3.49567 0.396 0.026 -0.145
H 2.09070 1.02201 4.13173 -0.058 0.054 0.043
H 3.03530 2.16042 3.16223 -0.104 0.015 0.014
H 4.31193 1.40560 5.15743 0.086 0.042 -0.025
H 5.10525 0.89744 3.66414 0.077 0.048 -0.005
H 5.05901 -0.96712 5.29086 -0.039 -0.024 0.080
H 3.30212 -0.83824 5.40956 -0.030 -0.026 0.089
H 3.92691 -2.66506 3.86323 0.076 -0.033 -0.052
H 4.87473 -1.53721 2.89001 0.064 -0.048 -0.038
H 1.86221 -1.39172 3.36362 -0.066 -0.068 0.019
H 2.65017 -1.91132 1.86804 -0.108 -0.007 0.011
H 3.67808 0.33508 1.61365 -0.073 0.008 -0.014
S -0.01534 0.40954 2.18213 0.575 0.209 -0.648
H -2.04251 1.63835 -0.56811 -0.004 -0.078 0.133
H -4.26803 2.20527 0.19465 -0.042 0.016 0.010
H -4.91596 1.32238 1.59872 0.124 0.049 -0.044
H -2.85000 -1.38033 -0.83407 -0.054 0.196 0.004
H -1.98759 -2.80703 -2.66440 -0.116 -0.090 0.029
C -0.10620 -3.35248 -4.52762 -0.015 -0.002 0.068
H 0.57938 -3.24644 -5.36386 0.047 -0.053 -0.067
H -0.97593 -3.91790 -4.85779 -0.008 -0.091 -0.065
H 0.38943 -3.92822 -3.74637 0.057 -0.096 -0.009
H 0.84490 -0.88343 -5.20266 0.080 -0.012 -0.082
H 0.19248 1.27632 -4.30978 0.032 0.120 0.001
H -1.50417 3.64862 -2.19992 0.051 -0.016 -0.040
H 0.03427 2.78851 -2.46851 -0.063 0.014 -0.020
```
Forces are in eV/Å.

The HOMO energy is -8.324 eV. Its energy above the lowest of the compared OMol25 structures with the same formula, charge and spin is 30.05 kcal/mol.

Population analysis type Mulliken, resulting atomic charges in e: atom 1 (C): -1.149, atom 2 (H): 0.388, atom 3 (O): -0.508, atom 4 (C): 0.861, atom 5 (C): -0.615, atom 6 (C): -1.142, atom 7 (C): 0.702, atom 8 (C): -0.453, atom 9 (C): 0.142, atom 10 (N): 0.065, atom 11 (C): 0.496, atom 12 (O): -0.583, atom 13 (C): -0.797, atom 14 (H): 0.363, atom 15 (H): 0.389, atom 16 (C): -0.767, atom 17 (C): 0.613, atom 18 (O): -0.655, atom 19 (N): 0.179, atom 20 (C): -0.268, atom 21 (N): 0.328, atom 22 (N): -0.948, atom 23 (C): 0.255, atom 24 (C): 0.390, atom 25 (C): -0.684, atom 26 (C): -0.742, atom 27 (C): -0.590, atom 28 (C): -0.734, atom 29 (C): -0.673, atom 30 (H): 0.335, atom 31 (H): 0.342, atom 32 (H): 0.348, atom 33 (H): 0.340, atom 34 (H): 0.315, atom 35 (H): 0.321, atom 36 (H): 0.349, atom 37 (H): 0.345, atom 38 (H): 0.330, atom 39 (H): 0.338, atom 40 (H): 0.184, atom 41 (S): -0.094, atom 42 (H): 0.230, atom 43 (H): 0.332, atom 44 (H): 0.419, atom 45 (H): 0.329, atom 46 (H): 0.410, atom 47 (C): -1.476, atom 48 (H): 0.362, atom 49 (H): 0.344, atom 50 (H): 0.309, atom 51 (H): 0.328, atom 52 (H): 0.411, atom 53 (H): 0.299, atom 54 (H): 0.387


DFT (the ωB97M-V functional and the def2-TZVPD basis) results for CH3Br2OP as an isolated structure in a non-equilibrium geometry.

```
8
Properties=species:S:1:pos:R:3:forces:R:3
C -1.48490 -0.25179 0.01836 1.992 3.020 -0.412
O -0.65741 -1.15631 -0.53758 -0.565 0.524 0.004
P 2.53023 0.33224 -0.96315 0.737 -1.162 -0.438
Br 1.40982 1.66488 0.22929 -0.792 1.591 0.657
Br 3.06795 -1.05202 0.67766 0.241 -0.287 -0.213
H -2.35583 -0.61816 0.51831 -0.331 -0.430 0.814
H -1.82714 0.66038 -0.64406 0.741 -1.606 0.519
H -0.68271 0.42078 0.70118 -2.023 -1.649 -0.931
```
Forces are in eV/Å.

The HOMO energy (alpha / beta) is -10.491 / -8.323 eV. Its energy above the lowest of the compared OMol25 structures with the same formula, charge and spin is 109.85 kcal/mol.

Population analysis type Mulliken, resulting atomic charges in e: atom 1 (C): -0.294, atom 2 (O): -0.300, atom 3 (P): 0.174, atom 4 (Br): -0.063, atom 5 (Br): -0.100, atom 6 (H): 0.289, atom 7 (H): 0.235, atom 8 (H): 0.059